# C12H42O9

A cluster of 9 separate species, C12H42O9 in total in a non-equilibrium geometry (ωB97M-V/def2-TZVPD, the Open Molecules 2025 dataset).

## Properties
SMILES string: CC(C)O.CC(C)O.CC(C)O.CC(C)O.O.O.O.O.O
E (Ha): -1159.52920
HOMO-LUMO gap (eV): 8.72
Highest occupied orbital energy (hartree): -0.3412
2S+1: 1

Cartesian coordinates (Å):
O  1.27  -23.85  -4.77
O  0.09  -27.51  -7.93
O  -1.87  -22.57  -7.73
O  3.80  -23.55  -6.11
O  5.58  -25.14  -7.49
O  0.17  -24.71  -7.56
O  1.30  -24.78  -10.17
O  -1.40  -23.82  -10.17
O  -3.49  -25.21  -9.36
C  -0.43  -24.61  -3.05
C  4.93  -26.96  -6.05
C  3.58  -22.35  -8.21
C  3.62  -26.39  -8.11
C  3.97  -22.28  -6.74
C  0.76  -26.22  -4.74
C  -2.41  -27.18  -10.36
C  -3.51  -27.23  -8.13
C  -2.70  -26.39  -9.07
C  0.18  -24.80  -4.47
C  5.00  -26.40  -7.47
C  5.44  -21.98  -6.60
H  -0.62  -24.61  -5.18
H  1.22  -26.58  -3.82
H  -2.12  -26.43  -11.10
H  3.28  -21.56  -6.30
H  4.89  -24.58  -7.13
H  5.71  -26.98  -8.07
H  1.19  -24.70  -9.22
H  0.57  -27.75  -8.73
H  -1.76  -26.03  -8.65
H  -1.76  -21.81  -7.16
H  4.50  -27.96  -6.06
H  -2.87  -24.72  -9.90
H  -2.80  -22.79  -7.64
H  -0.66  -24.28  -7.74
H  -0.98  -23.68  -3.16
H  1.53  -26.24  -5.52
H  -3.29  -27.71  -10.74
H  5.83  -22.06  -5.59
H  4.16  -23.13  -8.71
H  -1.22  -23.14  -10.81
H  3.72  -21.42  -8.76
H  5.68  -20.92  -6.66
H  5.89  -26.94  -5.53
H  2.91  -25.78  -7.55
H  -1.29  -23.39  -9.32
H  0.01  -26.97  -4.99
H  0.25  -24.27  -2.27
H  -1.63  -27.92  -10.20
H  2.92  -23.56  -5.75
H  4.28  -26.42  -5.37
H  0.51  -24.28  -6.78
H  0.03  -26.55  -7.96
H  0.45  -24.52  -10.53
H  3.05  -27.32  -8.07
H  0.96  -22.96  -4.61
H  -1.09  -25.42  -2.73
H  -3.57  -26.69  -7.18
H  -2.92  -28.13  -7.94
H  2.53  -22.63  -8.31
H  6.08  -22.59  -7.24
H  3.73  -26.19  -9.18
H  -4.46  -27.55  -8.56